Entry from the Open Molecules 2025 dataset: a structure of composition C23H25Cl3IrN2O3P2S in a non-equilibrium geometry (ωB97M-V with the def2-TZVPD basis set).

Properties
Kohn-Sham gap = 4.58 eV
E_LUMO = -4.62 eV
HOMO level = -9.20 eV

Geometry as ORCA input:
```
! RIJCOSX wB97M-V def2-TZVPD def2/J DEFGRID3
* xyz 1 1
Ir 0.04260 -0.39060 -0.30450
C 2.09730 -2.82890 -1.80410
P 0.37020 -2.74870 -1.18130
C 0.15410 -4.41870 -0.44840
C -0.58980 -3.00830 -2.73580
C -0.37260 -1.85690 -3.70510
P -0.86920 -0.28590 -2.86370
C -0.46400 1.00100 -4.10380
C -2.69070 -0.35200 -3.08270
H 2.39240 -1.83910 -2.14540
H 2.19270 -3.53610 -2.62690
H 2.76550 -3.11960 -0.99650
H 0.45520 -5.17380 -1.17610
H -0.89320 -4.56840 -0.19150
H 0.75430 -4.52800 0.45210
H -1.64220 -3.07590 -2.44610
H -0.29900 -3.96420 -3.18380
H -0.95180 -1.99910 -4.62020
H 0.68240 -1.78540 -3.97620
H -0.76180 0.68110 -5.10200
H 0.60150 1.21640 -4.08660
H -1.00300 1.91110 -3.84140
H -2.92660 -0.82300 -4.03690
H -3.08940 0.66110 -3.07760
H -3.16150 -0.90020 -2.27080
Cl -0.95040 3.53530 6.59940
C -0.62220 2.65350 5.17500
C -0.52570 3.33370 3.96120
C -0.29600 2.63550 2.79920
Cl -0.17840 3.49060 1.32180
C -0.13640 1.20200 2.76970
O 0.10100 0.53230 1.73640
C -0.23830 0.56830 4.06390
Cl -0.08210 -1.13410 4.09480
C -0.47050 1.26540 5.22460
H -0.63300 4.40730 3.93270
H -0.53630 0.74670 6.16910
O -3.97460 0.55750 0.26960
C -3.12290 1.27200 -0.19170
N -1.79760 0.94470 -0.38960
C -1.12380 1.95560 -0.95950
O 0.07680 1.81850 -1.25410
C -2.04130 3.08950 -1.20530
C -1.88120 4.33340 -1.77970
C -2.99460 5.16860 -1.83260
C -4.22230 4.75580 -1.34160
C -4.38810 3.49040 -0.77980
C -3.28400 2.67220 -0.71430
H -0.92930 4.65220 -2.17350
H -2.88940 6.15210 -2.26810
H -5.06920 5.42220 -1.38880
H -5.34750 3.16480 -0.41030
S 4.40670 -0.74780 1.79810
C 3.35930 -1.99260 2.34880
C 2.18900 -1.96240 1.66130
N 2.11670 -0.99470 0.70990
C 3.19650 -0.27840 0.67290
H 3.66080 -2.66090 3.13020
H 1.35010 -2.60880 1.84020
H 3.33590 0.54040 -0.00660
*
```

***

Entry from the Open Molecules 2025 dataset: a cluster of 2 separate species, C23H25ClN in total in a non-equilibrium geometry (ωB97M-V with the def2-TZVPD basis set).

Properties
Kohn-Sham gap = 4.08 eV
ΔE to the lowest compared entry with this formula, charge and spin = 26.38 kcal per mole
E_LUMO = -5.46 eV
HOMO level = -9.55 eV

Geometry as ORCA input:
```
! RIJCOSX wB97M-V def2-TZVPD def2/J DEFGRID3
* xyz 1 1
Cl -4.73738 -0.28363 4.38579
C -3.75543 0.35557 3.13651
C -4.20664 0.28668 1.80607
C -3.38214 0.74901 0.79744
C -2.11224 1.30182 1.09745
C -1.25649 1.75930 0.05637
C 0.00494 2.52296 0.26259
C 0.47820 2.92065 -1.17683
C -0.57985 2.34416 -2.06655
C -1.52754 1.66513 -1.32052
C -1.69801 1.40833 2.45316
C -2.51474 0.92638 3.46980
H -5.18665 -0.13108 1.57772
H -3.72879 0.70111 -0.23813
H -0.15888 3.42422 0.87548
H 0.76515 1.90417 0.76563
H 0.56017 4.01696 -1.24256
H 1.46502 2.46723 -1.36613
H -0.58527 2.46478 -3.14406
H -2.39121 1.12012 -1.70310
H -0.73977 1.86481 2.68713
H -2.19408 0.98314 4.50653
C -3.02783 -3.19624 -0.75982
C -2.47278 -3.24476 0.53026
C -1.20883 -2.72700 0.75782
C -0.47544 -2.13991 -0.30176
C 0.81699 -1.53930 -0.05577
C 1.72738 -1.24203 -1.05745
N 2.81369 -0.48606 -0.85800
C 3.83659 -0.28018 -1.88352
C 4.99179 0.40401 -1.15559
C 4.59587 0.51617 0.32770
C 3.22251 -0.14131 0.49147
C -1.03667 -2.11246 -1.59759
C -2.30200 -2.63714 -1.82360
H -4.03609 -3.56863 -0.93140
H -3.04212 -3.66824 1.35382
H -0.76403 -2.74827 1.75558
H 1.06696 -1.35861 1.00375
H 1.60600 -1.63431 -2.07666
H 4.17400 -1.24178 -2.31192
H 3.46470 0.32053 -2.72785
H 5.89086 -0.20350 -1.24846
H 5.19497 1.38336 -1.58397
H 5.30725 -0.02371 0.95639
H 4.54335 1.55218 0.66714
H 2.48799 0.50938 0.99588
H 3.31204 -1.04699 1.12001
H -0.46684 -1.62724 -2.39019
H -2.73868 -2.58975 -2.81605
*
```

***

Entry from the Open Molecules 2025 dataset: a cluster of 2 separate species, C23H25ClN2O6 in total in a non-equilibrium geometry (ωB97M-V with the def2-TZVPD basis set).

Properties
Kohn-Sham gap = 8.19 eV
E_LUMO = -0.95 eV
HOMO level = -9.14 eV
SMILES = O=C(O)c1ccc2c(=O)c3c(Cl)cccc3oc2c1.CNC(=O)[C@H](CC(C)C)NC(C)=O

Geometry as ORCA input:
```
! RIJCOSX wB97M-V def2-TZVPD def2/J DEFGRID3
* xyz 0 1
O 7.42622 0.44829 -2.41628
O 1.96185 3.80749 1.00615
O -1.01346 -3.83262 -2.66339
O -4.12000 -2.86682 0.04560
Cl -0.84074 4.31031 0.61604
O 8.27607 1.09095 -0.42473
O 2.44281 1.21151 -2.08836
C 7.27316 0.97408 -1.32633
C 2.07775 3.06019 0.03997
C -1.52604 -3.01450 -1.91537
C -3.24959 -2.80164 0.90527
C -1.14776 1.77806 -2.46604
C -1.40402 2.69728 -1.45075
C 0.14970 1.29746 -2.64241
C 5.79874 2.40318 0.10249
C 4.78752 1.13639 -1.68500
C 4.54601 2.91761 0.43703
C -0.38122 3.14385 -0.60969
C 3.52291 1.63456 -1.35060
C 1.19488 1.72836 -1.82061
C 5.94314 1.50733 -0.96938
C 3.40265 2.53728 -0.28592
C 0.93625 2.65448 -0.78840
N -3.51369 -3.07557 2.18922
N -1.23158 -3.06227 -0.61258
C -2.39516 -1.92861 -2.51655
C -4.83328 -3.45063 2.69597
C -1.20707 -0.55460 3.01676
C -3.20493 0.48907 1.92018
C -1.75963 0.04192 1.72122
C -1.55426 -0.84768 0.47701
C -1.80490 -2.37376 0.56227
H 9.04210 0.68107 -0.85494
H -1.95212 1.44228 -3.11640
H -2.41007 3.08136 -1.30861
H 0.36351 0.58333 -3.43242
H 6.66748 2.71131 0.67936
H 4.86541 0.44129 -2.51667
H 4.46378 3.61694 1.26679
H -2.75743 -3.01052 2.85031
H -0.58046 -3.80322 -0.40806
H -1.84204 -0.99641 -2.50661
H -3.32367 -1.82286 -1.96727
H -2.62616 -2.19864 -3.54504
H -4.84842 -3.40326 3.78567
H -5.58951 -2.76974 2.29895
H -5.07835 -4.46469 2.37450
H -0.18601 -0.90055 2.85544
H -1.82637 -1.37489 3.36659
H -1.19024 0.21910 3.78504
H -3.84597 -0.36045 2.14464
H -3.56689 0.97699 1.01497
H -3.25789 1.20221 2.74309
H -1.19053 0.95269 1.53282
H -0.51458 -0.71394 0.17406
H -2.16923 -0.43018 -0.31697
H -1.19868 -2.72019 1.39800
*
```

***

Entry from the Open Molecules 2025 dataset: a structure of composition C23H25F3InN9O4S2 (ωB97M-V with the def2-TZVPD basis set).

Properties
Kohn-Sham gap = 7.64 eV
ΔE to the lowest compared entry with this formula, charge and spin = 29.13 kcal per mole
E_LUMO = -6.27 eV
HOMO level = -13.91 eV

Geometry as ORCA input:
```
! RIJCOSX wB97M-V def2-TZVPD def2/J DEFGRID3
* xyz 2 1
In 0.11711 0.18352 0.59466
O -6.29289 0.50602 -0.63854
C -5.35169 1.31002 -0.17184
O -5.41119 1.81992 0.91046
C -4.15849 1.57702 -1.04284
C -3.86609 2.70922 -1.77294
N -2.57749 2.60842 -2.14954
N -1.99159 1.49382 -1.69244
C -2.94459 0.85602 -1.02224
C -2.75979 -0.45958 -0.36244
O -3.55349 -1.35428 -0.52144
O -1.73419 -0.57768 0.42746
H -6.10049 0.08772 -1.49024
H -4.49089 3.53492 -2.05074
H -2.07539 3.24992 -2.74394
S 2.73801 0.46802 0.66826
C 3.05291 -1.08898 1.18636
N 4.35691 -1.48858 1.28086
C 4.68721 -2.74378 1.62186
C 3.68611 -3.64338 1.88626
C 2.36441 -3.17148 1.80976
N 2.06121 -1.94098 1.46716
H 5.07321 -0.79328 1.09226
H 5.73951 -2.98978 1.68086
H 3.90591 -4.66238 2.15496
H 1.53231 -3.82928 2.02986
C 1.21011 5.40612 -0.28984
N 1.38211 4.17982 -1.01254
C 2.28911 4.07952 -2.14454
C 2.17171 2.59782 -2.55094
N 1.14461 2.06272 -1.64774
C 0.79681 3.02902 -0.75544
S -0.17879 2.72612 0.59586
H 2.08031 5.60862 0.33636
H 0.31961 5.32862 0.33176
H 1.08291 6.22902 -0.99464
H 3.30421 4.33772 -1.83094
H 1.99051 4.77412 -2.93584
H 3.10741 2.06512 -2.35854
H 1.90641 2.46952 -3.59934
H 0.36171 1.51922 -2.01244
F 0.26241 -5.93108 -3.33174
C 1.26261 -5.06108 -3.31034
F 1.61721 -4.79978 -4.56584
F 2.31231 -5.65948 -2.71394
C 0.93191 -3.79688 -2.54124
C -0.01549 -3.79888 -1.52704
C -0.15979 -2.64748 -0.76954
N 0.55411 -1.55278 -0.99744
C 1.43561 -1.53538 -1.99194
C 1.67121 -2.64368 -2.78614
H -0.62349 -4.66848 -1.32994
H -0.88059 -2.58528 0.03466
H 1.98531 -0.61238 -2.14034
H 2.41451 -2.62138 -3.56804
C -2.96669 0.84242 4.94856
N -1.92869 0.18262 4.20536
C -1.63759 -1.14638 4.24386
C -0.64459 -1.35728 3.33276
N -0.32119 -0.16328 2.75896
C -1.12599 0.74092 3.30326
H -2.92829 0.55082 5.99606
H -3.94179 0.56542 4.54626
H -2.85249 1.92122 4.87086
H -2.15419 -1.82638 4.89446
H -0.13349 -2.26498 3.07406
H -1.10799 1.79452 3.08116
*
```